This record from the OMol25 dataset describes a molecular structure, C47H39CrN6O2P2Se. The level of theory is the ωB97M-V functional and the def2-TZVPD basis.

Summary:
Energy = -6421.80571 a.u.
2S+1 = 5
HOMO level (alpha / beta) = -9.504 / -9.676 eV
Charge = +1
Orbital gap (alpha / beta) = 6.212 / 6.673 eV

```
98
Properties=species:S:1:pos:R:3:forces:R:3:mulliken_spin:R:1
Cr 0.512021 0.697154 0.002877 0.129 0.461 -0.035 2.8963
C -0.583855 -2.937245 2.202102 -0.049 -0.083 0.105 -0.0046
C -1.460481 -1.678211 2.358028 -0.041 0.080 0.068 0.0112
P -1.768311 -1.018628 0.687898 0.047 -0.152 -0.272 0.0696
C -3.171842 -2.063882 0.156011 -0.082 0.055 0.148 0.0088
C -3.151858 -2.755138 -1.050616 0.042 0.011 -0.044 0.0004
C -4.266491 -3.466115 -1.473583 0.003 -0.022 -0.034 0.0017
C -5.412253 -3.492544 -0.695538 -0.031 0.007 0.037 0.0008
C -5.443556 -2.811185 0.515051 0.015 -0.038 -0.035 -0.0004
C -4.329226 -2.105081 0.937456 -0.021 -0.002 -0.008 0.0009
C -2.505454 0.696352 0.592192 0.017 0.039 0.108 0.1733
C -2.270762 1.639674 -1.363083 0.088 -0.002 -0.080 0.1088
C -2.867511 2.991034 -1.710918 -0.002 0.037 -0.007 0.0332
C -3.203685 3.856961 -0.542611 0.018 0.020 -0.065 0.0809
C -3.228902 2.706810 1.789083 -0.005 -0.047 0.002 0.0028
C -3.140885 1.379676 1.752926 -0.028 -0.002 0.042 -0.0097
C 0.652918 -2.776015 1.299939 0.134 0.048 0.027 0.0347
P 0.368192 -3.207316 -0.506787 -0.005 0.011 -0.032 -0.0023
C 1.202958 -1.848601 -1.473914 0.024 -0.046 -0.005 -0.0459
C 0.406636 -0.800330 -1.984287 -0.109 -0.101 -0.141 0.1366
C 0.961027 0.245229 -2.715855 0.115 0.048 -0.049 -0.0571
C 2.324792 0.243236 -3.012805 -0.072 -0.040 0.026 0.0099
C 3.094107 -0.830935 -2.611041 -0.015 -0.018 0.016 0.0084
C 2.541033 -1.859323 -1.846257 0.008 0.036 -0.053 -0.0153
C 1.554607 -4.572226 -0.788301 0.095 -0.012 -0.035 0.0005
C 2.837348 -4.661807 -0.239714 -0.102 -0.044 0.031 0.0001
C 3.674945 -5.718277 -0.557310 0.007 0.021 0.019 0.0000
C 3.246643 -6.702184 -1.438166 -0.004 -0.031 -0.039 0.0001
C 1.981264 -6.625084 -1.996183 0.010 -0.037 -0.004 0.0000
C 1.142088 -5.569111 -1.669962 -0.068 0.002 0.034 -0.0005
H -1.196785 -3.775548 1.859107 0.014 0.028 -0.052 -0.0003
H -0.233178 -3.206430 3.201217 -0.056 -0.037 -0.009 0.0007
H -0.936620 -0.922298 2.936453 0.004 -0.015 -0.029 0.0048
H -2.386927 -1.931218 2.873970 0.002 0.002 0.012 0.0004
H -2.254443 -2.756625 -1.655493 -0.021 0.019 -0.003 -0.0032
H -4.236972 -4.001221 -2.413379 0.001 -0.004 -0.007 0.0001
H -6.280964 -4.045015 -1.027225 -0.006 -0.009 -0.004 0.0001
H -6.333539 -2.834496 1.129341 -0.012 0.009 0.004 0.0000
H -4.374544 -1.576467 1.882666 0.023 0.015 0.008 0.0001
H -1.746448 1.202194 -2.210542 -0.020 0.006 0.007 -0.0006
H -2.644924 3.437039 -2.669643 -0.013 0.001 -0.002 0.0068
H -3.331242 4.904588 -0.783568 -0.001 -0.001 0.021 0.0020
H -3.770181 3.190579 2.592097 -0.001 0.019 0.006 -0.0032
H -3.623792 0.771736 2.508400 -0.002 -0.011 0.001 -0.0107
H 1.421463 -3.452395 1.668918 0.099 -0.059 -0.014 0.0013
H 1.046462 -1.765528 1.422212 -0.011 0.024 -0.027 0.0107
H -0.670653 -0.870760 -1.889851 0.022 0.038 0.049 0.0403
H 0.331173 1.034090 -3.109267 -0.008 -0.015 0.008 -0.0038
H 2.755548 1.055491 -3.582233 0.023 -0.009 -0.015 0.0008
H 4.143043 -0.874997 -2.873899 0.015 0.010 -0.012 0.0001
H 3.175072 -2.682207 -1.543785 -0.002 0.049 -0.047 -0.0022
H 3.200642 -3.895953 0.434184 -0.019 0.026 0.113 0.0002
H 4.662949 -5.775207 -0.119426 0.003 0.005 0.000 0.0000
H 3.899540 -7.527776 -1.687524 0.006 -0.007 0.007 0.0000
H 1.640463 -7.392486 -2.678202 0.002 0.000 -0.007 0.0000
H 0.147270 -5.523645 -2.097915 0.005 0.014 0.001 0.0000
Se 6.322734 5.555071 0.129820 -0.208 -0.186 -0.019 0.0083
N 6.258476 3.770798 0.215664 0.097 0.140 0.015 -0.0078
C 5.005051 3.432132 0.112794 0.032 -0.050 -0.006 -0.0001
C 4.535109 2.058399 0.216208 0.048 -0.020 0.022 -0.0103
C 5.346688 0.991889 0.584614 -0.030 0.015 -0.029 0.0077
C 4.770826 -0.248776 0.783723 -0.055 0.012 -0.013 -0.0049
C 3.405077 -0.391959 0.593893 0.079 -0.004 0.029 0.0501
N 2.620281 0.609201 0.201504 -0.230 -0.168 -0.027 -0.0681
C 3.171576 1.826510 0.027306 0.073 0.168 -0.021 0.0135
C 2.242890 2.905857 -0.242913 0.137 0.119 0.066 -0.0216
N 0.957695 2.502038 -0.421101 -0.043 -0.068 -0.092 -0.0520
C -0.125247 3.495140 -0.434531 -0.052 0.079 0.037 0.0369
C 0.323169 4.885218 -0.077769 0.067 0.037 -0.007 0.0251
C 1.610532 5.226572 -0.042670 -0.107 -0.058 -0.015 -0.0174
C 2.641336 4.211364 -0.170315 -0.010 -0.137 0.012 0.0207
C 4.048343 4.506277 -0.042639 -0.067 -0.026 -0.019 0.0070
N 4.550232 5.714222 -0.052474 0.146 0.053 0.020 0.0171
H 6.404577 1.158701 0.737982 0.006 0.011 0.007 0.0000
H 5.359576 -1.097870 1.098884 -0.002 -0.014 0.005 0.0002
H 2.927050 -1.346199 0.756809 0.011 -0.006 0.026 -0.0224
H -0.543791 3.535024 -1.450208 -0.013 0.010 0.028 0.0051
H -0.442956 5.632960 0.088220 -0.044 -0.020 -0.010 0.0028
H 1.917023 6.244236 0.155643 0.008 0.013 0.000 -0.0012
N -6.157834 4.290066 -2.427317 -0.003 0.010 -0.013 -0.0042
C -5.335853 3.709325 -1.875285 -0.061 0.015 -0.005 0.0730
C -4.302491 2.988500 -1.175402 0.039 0.014 -0.020 -0.0391
C -4.585307 1.646609 -0.669317 -0.009 0.002 -0.038 0.6812
C -3.381452 0.792730 -0.725533 -0.068 -0.116 -0.009 -0.0057
N -1.436895 1.553439 -0.092336 -0.023 0.019 0.059 -0.0822
C -1.175655 2.886335 0.507280 0.026 -0.096 -0.042 -0.0352
C -2.507306 3.579345 0.783669 0.075 0.060 0.037 -0.0152
H -5.569189 1.313676 -0.383348 -0.009 -0.019 0.026 -0.0471
H -3.580317 -0.167366 -1.195227 -0.001 -0.040 0.003 0.0202
H -0.679633 2.720671 1.459052 0.000 0.044 0.042 0.0113
H -2.307767 4.541781 1.256507 -0.004 -0.012 -0.008 -0.0095
C 0.701693 0.834875 4.188449 -0.017 0.044 0.009 -0.0044
C 0.995662 1.339694 2.798316 0.083 -0.013 -0.061 0.0235
O 1.740789 2.261866 2.561551 -0.082 -0.062 0.046 0.0172
O 0.331597 0.666524 1.857630 0.021 -0.061 0.248 -0.0603
H 1.321988 1.352804 4.913525 0.000 0.008 -0.016 -0.0009
H 0.874767 -0.240076 4.247790 0.030 -0.002 -0.010 0.0002
H -0.350934 1.010063 4.418270 -0.004 0.008 0.007 0.0007
```
Forces are in eV/Å.